Record 1
The following is a DFT calculation (ωB97M-V/def2-TZVPD) of a 4-piece molecular cluster, C46H96Br2N5O9P2 overall.

Structure (ORCA input):
```
! wB97M-V def2-TZVPD RIJCOSX def2/J DEFGRID3
* xyz 1 1
C 6.99 3.65 3.95
C 8.05 2.65 3.17
C 7.55 1.04 3.20
Br 7.57 0.89 5.21
C 6.39 0.58 2.21
C 6.15 1.80 1.13
P 7.58 1.95 -0.22
C 9.14 0.99 0.25
O 8.07 3.66 -0.33
O 5.12 1.56 0.11
C 3.88 1.07 0.63
P 2.96 0.72 -1.06
C 1.53 2.04 -1.07
C 4.02 1.17 -2.57
C 2.97 1.74 -3.73
C 4.03 -0.30 1.57
C 2.49 -0.28 2.20
N 1.37 -0.73 1.30
C 0.21 -1.26 2.17
C 4.31 -1.47 0.46
C 3.40 -2.86 0.24
C 3.70 -4.05 -0.84
C 4.95 -3.95 -1.88
C 5.89 -2.62 -1.74
C 5.59 -1.47 -0.62
N 5.11 -0.14 2.69
O 4.54 0.84 3.34
C 4.29 1.00 4.68
C 2.72 1.34 5.18
C 2.70 1.03 6.82
C 2.30 2.90 5.03
C 0.70 2.92 4.54
C 3.11 3.80 3.94
C 5.44 -1.42 3.41
Br 6.62 -2.80 2.46
C 4.34 -2.28 4.21
C 3.51 -3.46 3.49
H 5.89 3.33 3.71
H 7.14 4.72 3.44
H 7.23 3.81 5.09
H 8.44 3.02 2.16
H 9.02 2.66 3.87
H 8.56 0.45 2.90
H 6.89 -0.21 1.46
H 5.85 2.83 1.58
H 8.98 -0.11 0.60
H 9.88 1.05 -0.69
H 9.70 1.56 1.13
H 8.08 3.84 -1.33
H 3.38 1.97 1.19
H 1.22 2.14 0.08
H 1.98 3.08 -1.40
H 0.61 1.71 -1.71
H 4.48 0.18 -3.05
H 4.81 2.02 -2.42
H 1.93 1.20 -3.72
H 2.75 2.88 -3.47
H 3.45 1.72 -4.81
H 2.13 0.82 2.50
H 2.34 -0.88 3.19
H 0.92 0.13 0.86
H 0.54 -2.11 2.91
H -0.74 -1.51 1.52
H -0.09 -0.33 2.85
H 2.46 -3.07 0.95
H 2.99 -5.01 -0.88
H 5.18 -4.79 -2.68
H 6.83 -2.53 -2.47
H 6.38 -0.59 -0.61
H 4.87 1.97 5.07
H 4.64 0.18 5.48
H 1.93 0.61 4.74
H 1.59 1.24 7.15
H 2.83 -0.16 6.90
H 3.51 1.63 7.41
H 2.28 3.40 6.12
H -0.05 2.75 5.42
H 0.61 2.14 3.67
H 0.42 3.97 4.05
H 4.07 4.24 4.50
H 2.44 4.75 3.70
H 3.37 3.27 2.93
H 6.22 -1.16 4.28
H 4.92 -2.85 5.10
H 3.53 -1.65 4.82
H 3.23 -4.26 4.34
H 4.03 -4.08 2.66
H 2.49 -3.04 3.12
C -6.89 -1.44 3.03
O -6.16 -2.58 2.61
C -6.68 -3.20 1.43
C -5.78 -2.93 0.22
N -5.85 -1.52 -0.20
C -4.78 -1.11 -1.12
C -3.31 -1.29 -0.66
O -2.91 -0.41 0.39
C -3.34 -0.80 1.68
H -6.58 -1.20 4.06
H -6.65 -0.57 2.41
H -7.96 -1.62 3.03
H -7.72 -2.90 1.23
H -6.68 -4.28 1.62
H -6.09 -3.56 -0.62
H -4.76 -3.21 0.50
H -5.81 -0.93 0.62
H -4.94 -0.04 -1.32
H -4.92 -1.63 -2.07
H -2.68 -1.03 -1.52
H -3.07 -2.32 -0.42
H -3.33 -1.89 1.81
H -4.33 -0.39 1.89
H -2.66 -0.36 2.42
C -3.76 -5.81 -6.98
O -2.39 -5.44 -7.03
C -2.14 -4.25 -7.80
C -1.80 -3.06 -6.89
N -2.98 -2.61 -6.14
C -2.68 -1.71 -5.02
C -1.71 -2.21 -3.93
O -2.23 -3.25 -3.10
C -2.20 -4.54 -3.69
H -3.82 -6.83 -6.60
H -4.31 -5.17 -6.29
H -4.22 -5.77 -7.97
H -2.97 -4.02 -8.48
H -1.26 -4.47 -8.42
H -1.43 -2.23 -7.51
H -1.00 -3.38 -6.22
H -3.47 -3.41 -5.78
H -3.64 -1.48 -4.54
H -2.29 -0.76 -5.43
H -1.53 -1.36 -3.25
H -0.73 -2.48 -4.32
H -1.31 -4.70 -4.30
H -3.11 -4.71 -4.27
H -2.20 -5.28 -2.89
C -9.00 4.99 -0.06
O -9.71 4.25 -1.04
C -9.70 4.85 -2.35
C -8.78 4.07 -3.30
N -7.37 4.25 -2.95
C -6.46 3.29 -3.59
C -6.72 1.78 -3.37
O -6.45 1.32 -2.05
C -7.48 1.61 -1.11
H -9.28 4.61 0.92
H -7.92 4.85 -0.18
H -9.24 6.06 -0.10
H -9.43 5.92 -2.31
H -10.73 4.78 -2.73
H -8.94 4.43 -4.33
H -9.08 3.03 -3.26
H -7.26 4.16 -1.95
H -5.46 3.51 -3.22
H -6.45 3.49 -4.67
H -6.01 1.24 -4.02
H -7.72 1.46 -3.70
H -8.48 1.54 -1.54
H -7.31 2.60 -0.67
H -7.41 0.89 -0.29
*
```

Computed properties:
HOMO   -9.724 eV
E_tot   -233766.088 eV
HOMO-LUMO gap   7.1 eV
E_LUMO   -2.588 eV

These are the Mulliken partial charges, in e, on atoms 1 to 6: number 1, C, carries -0.2682; number 2, C, carries -0.9713; number 3, C, carries -0.8006; number 4, Br, carries -0.0556; number 5, C, carries 0.6166; number 6, C, carries -0.4441



Record 2
The following is a DFT calculation (ωB97M-V/def2-TZVPD) of a 8-piece molecular cluster, C47H100F12N5O5P overall.

Structure (ORCA input):
```
! wB97M-V def2-TZVPD RIJCOSX def2/J DEFGRID3
* xyz 2 1
C 0.62 2.42 1.58
C 0.13 1.03 1.17
O 0.54 0.45 0.15
N -0.88 0.31 2.08
H -0.42 -0.19 2.83
H -1.32 1.01 2.66
C -1.90 -0.52 1.31
H 1.33 2.69 0.80
H 0.94 2.44 2.62
H -0.19 3.14 1.46
H -1.36 -1.21 0.66
H -2.58 0.13 0.76
H -2.38 -0.96 2.18
C -7.61 3.24 -2.10
C -8.58 3.27 -0.90
C -8.03 2.58 0.36
C -8.16 1.04 0.35
N -7.15 0.15 1.17
C -7.65 -1.36 1.18
C -8.38 -1.62 2.55
C -8.27 -0.35 3.28
C -7.12 0.52 2.63
C -5.69 0.08 0.66
H -7.56 2.25 -2.56
H -6.60 3.50 -1.80
H -7.88 3.94 -2.89
H -9.54 2.91 -1.24
H -8.74 4.34 -0.74
H -8.64 2.94 1.19
H -7.06 3.02 0.58
H -8.09 0.56 -0.63
H -9.11 0.84 0.84
H -6.78 -2.01 1.35
H -8.19 -1.54 0.25
H -7.79 -2.33 3.12
H -9.42 -1.87 2.34
H -8.09 -0.64 4.31
H -9.25 0.13 3.21
H -6.21 0.07 3.02
H -7.11 1.59 2.82
H -5.24 1.07 0.56
H -5.83 -0.43 -0.29
H -5.13 -0.52 1.38
C 2.32 3.11 -2.00
C 1.09 3.94 -2.41
C 1.47 5.12 -3.25
C 1.89 4.68 -4.68
N 2.39 5.90 -5.52
C 2.29 5.55 -7.04
C 3.52 4.72 -7.32
C 4.58 5.11 -6.20
C 3.93 6.17 -5.30
C 1.65 7.20 -5.28
H 3.05 3.74 -1.49
H 3.00 2.72 -2.75
H 2.03 2.26 -1.38
H 0.82 4.31 -1.42
H 0.16 3.48 -2.72
H 2.29 5.61 -2.72
H 0.68 5.86 -3.27
H 0.96 4.27 -5.09
H 2.69 3.95 -4.61
H 2.43 6.41 -7.69
H 1.31 5.10 -7.25
H 4.01 4.97 -8.26
H 3.29 3.66 -7.37
H 5.53 5.42 -6.65
H 4.95 4.25 -5.63
H 4.13 7.20 -5.59
H 4.06 6.07 -4.23
H 0.61 6.94 -5.49
H 2.04 7.84 -6.06
H 1.96 7.55 -4.30
C 1.88 0.22 -3.83
C 1.54 -1.20 -3.37
C 2.27 -1.72 -2.18
C 1.75 -3.14 -1.84
N 2.44 -3.83 -0.59
C 1.81 -5.18 -0.42
C 0.56 -5.01 0.53
C 0.76 -3.66 1.26
C 2.10 -3.17 0.79
C 4.00 -3.99 -0.83
H 2.92 0.52 -3.78
H 1.48 1.02 -3.21
H 1.59 0.46 -4.85
H 1.68 -1.84 -4.25
H 0.46 -1.33 -3.35
H 2.24 -1.08 -1.29
H 3.35 -1.72 -2.31
H 1.97 -3.83 -2.66
H 0.67 -3.13 -1.67
H 2.46 -5.89 0.08
H 1.63 -5.63 -1.40
H 0.64 -5.81 1.26
H -0.36 -5.02 -0.05
H 0.80 -3.75 2.35
H -0.05 -2.94 1.15
H 2.79 -3.32 1.62
H 2.08 -2.11 0.54
H 4.30 -4.80 -0.17
H 4.45 -3.03 -0.60
H 4.07 -4.33 -1.87
C 3.94 0.24 1.50
C 4.69 -0.81 2.26
C 5.92 -1.34 1.58
C 6.51 -2.49 2.52
N 7.79 -3.20 1.97
C 7.54 -3.86 0.62
C 8.69 -4.84 0.34
C 9.22 -5.20 1.75
C 8.27 -4.45 2.76
C 8.88 -2.11 1.82
H 4.50 0.89 0.83
H 3.24 0.73 2.18
H 3.29 -0.23 0.76
H 3.97 -1.56 2.60
H 5.01 -0.37 3.21
H 6.61 -0.50 1.47
H 5.80 -1.64 0.54
H 5.83 -3.31 2.75
H 6.96 -2.15 3.45
H 7.34 -3.02 -0.05
H 6.63 -4.46 0.66
H 9.47 -4.43 -0.31
H 8.25 -5.76 -0.07
H 10.27 -4.90 1.78
H 9.16 -6.28 1.88
H 8.71 -3.93 3.61
H 7.49 -5.10 3.16
H 8.52 -1.33 1.14
H 9.80 -2.56 1.45
H 9.05 -1.65 2.79
C -3.60 2.79 2.43
O -2.97 2.50 1.18
O -3.29 1.67 3.18
C -3.23 4.25 2.99
F -1.90 4.49 3.07
F -3.85 5.21 2.28
F -3.64 4.35 4.29
C -3.07 3.40 0.11
C -2.17 3.03 -1.08
H -2.40 2.05 -1.48
H -2.00 3.77 -1.87
H -1.16 2.84 -0.72
H -2.64 4.37 0.35
H -4.09 3.68 -0.16
H -4.68 2.84 2.30
C -4.22 -3.35 2.80
O -5.34 -4.19 2.67
O -4.54 -2.32 3.77
C -2.85 -4.09 2.93
F -2.75 -5.16 3.79
F -2.61 -4.68 1.74
F -1.86 -3.28 3.05
C -5.64 -4.73 1.40
C -6.90 -5.54 1.45
H -7.22 -5.83 0.44
H -6.82 -6.48 2.00
H -7.68 -4.90 1.85
H -4.95 -5.49 1.02
H -5.69 -4.08 0.52
H -4.13 -2.81 1.86
P 1.31 -0.84 4.93
F 1.43 -1.29 3.37
F -0.31 -0.70 4.91
F 1.31 -2.36 5.36
F 1.40 -0.49 6.47
F 2.97 -0.73 4.94
F 1.45 0.72 4.55
*
```

Computed properties:
HOMO   -8.549 eV
E_tot   -109931.171 eV
HOMO-LUMO gap   4.4 eV
E_LUMO   -4.153 eV

These are the Mulliken partial charges, in e, on atoms 1 to 6: number 1, C, carries -0.9623; number 2, C, carries 0.7512; number 3, O, carries -0.3235; number 4, N, carries 0.9326; number 5, H, carries -0.3588; number 6, H, carries 0.4370